# 1
C28H38BrIN4O2PtSi | ωB97M-V/def2-TZVPD

XYZ file:
```
76
Properties=species:S:1:pos:R:3:mulliken_charge:R:1
Pt -0.521 -0.184 -0.054 1.281
O 2.050 -0.665 -0.707 -0.035
N 1.345 -0.079 -0.040 0.087
C 1.467 -4.525 4.644 -1.396
C 1.586 -4.569 3.145 0.657
C 0.666 -5.252 2.361 -0.934
C 0.782 -5.315 0.979 -0.308
C 1.837 -4.675 0.331 0.591
N 2.060 -4.678 -1.074 -0.030
C 1.379 -5.299 -2.114 0.207
O 1.962 -5.857 -3.005 -0.586
N -0.018 -5.176 -2.197 -0.053
C -0.890 -4.223 -1.699 0.204
C -2.260 -4.485 -1.692 -0.485
C -3.132 -3.559 -1.156 -1.090
C -2.639 -2.375 -0.649 -0.119
N -1.328 -2.097 -0.694 -0.459
C -0.470 -2.986 -1.212 -0.510
C 2.782 -4.008 1.112 -0.756
C 2.653 -3.959 2.489 -0.600
H 0.694 -5.202 5.000 0.368
H 1.221 -3.518 4.992 0.222
H 2.409 -4.806 5.116 0.382
H -0.148 -5.782 2.841 0.381
H 0.085 -5.924 0.432 0.524
H 3.031 -4.559 -1.331 0.246
H -0.401 -5.812 -2.884 0.258
H -2.628 -5.424 -2.087 0.490
H -4.194 -3.752 -1.112 0.458
H -3.296 -1.646 -0.201 0.460
H 0.577 -2.726 -1.226 0.765
H 3.637 -3.544 0.634 0.439
H 3.413 -3.449 3.070 0.487
C -0.928 3.146 0.737 -1.051
Si -1.020 2.077 -0.785 -0.121
C 0.235 2.629 -2.114 1.862
C 0.490 1.557 -3.180 -1.298
C -0.379 3.887 -2.747 -1.799
C 1.551 2.997 -1.412 -1.623
C -2.842 1.691 -1.235 1.729
C -3.488 1.118 0.043 -1.360
C -2.971 0.698 -2.398 -1.605
C -3.543 3.008 -1.594 -1.782
H -1.258 4.151 0.457 0.356
H 0.087 3.222 1.126 0.380
H -1.570 2.791 1.541 0.354
H -0.418 1.283 -3.716 0.259
H 0.926 0.649 -2.761 0.143
H 1.197 1.941 -3.919 0.506
H -1.230 3.657 -3.384 0.348
H 0.385 4.349 -3.379 0.525
H -0.679 4.637 -2.012 0.373
H 1.991 2.166 -0.859 0.239
H 1.429 3.835 -0.726 0.376
H 2.282 3.303 -2.164 0.521
H -2.935 0.263 0.465 -0.044
H -4.502 0.769 -0.172 0.501
H -3.557 1.864 0.834 0.356
H -2.411 -0.226 -2.246 0.210
H -2.628 1.138 -3.334 0.398
H -4.021 0.427 -2.538 0.476
H -3.361 3.802 -0.868 0.377
H -4.623 2.827 -1.603 0.501
H -3.267 3.366 -2.582 0.404
Br 2.630 0.215 3.004 -0.120
C 1.635 0.145 4.606 0.525
C 2.344 0.207 5.795 -0.478
C 1.665 0.186 7.003 -0.619
C 0.283 0.118 7.027 -0.681
C -0.434 0.067 5.840 -0.763
C 0.249 0.069 4.635 0.438
I -0.976 -0.089 2.922 0.398
H 3.422 0.284 5.771 0.432
H 2.223 0.234 7.927 0.420
H -0.248 0.104 7.968 0.409
H -1.514 0.020 5.863 0.382
```

## Properties
Total charge = +2
Relative energy (zero: lowest compared OMol25 entry of this formula, charge and spin) = 74.6 kJ/mol
LUMO energy (alpha / beta) = -9.1417 / -9.1424 eV

# 2
C6H8N4O | ωB97M-V/def2-TZVPD

XYZ file:
```
19
Properties=species:S:1:pos:R:3:mulliken_charge:R:1
C -0.970 -1.880 -1.523 0.118
C -1.081 -1.287 -0.490 -0.129
C 1.902 -0.486 0.794 0.030
C 3.165 -0.357 0.131 0.135
C -0.942 1.683 -0.317 -0.768
C -1.114 -0.504 0.735 -1.042
N 1.666 1.105 -0.728 -0.754
N 4.239 -0.986 0.318 -0.717
N 1.134 0.403 0.201 0.840
N -0.409 0.762 0.648 -0.151
O 2.956 0.659 -0.810 -0.263
H -0.890 -2.413 -2.423 0.410
H 1.623 -1.131 1.594 0.362
H -0.198 2.448 -0.521 0.313
H -1.239 1.207 -1.258 0.353
H -1.813 2.153 0.146 0.315
H -0.688 -1.089 1.556 0.298
H -2.149 -0.261 0.996 0.394
H 4.997 -0.693 -0.285 0.258
```

## Properties
Total charge = 0
Relative energy (zero: lowest compared OMol25 entry of this formula, charge and spin) = 624.5 kJ/mol
LUMO energy = 0.6641 eV

# 3
C4H3ClO | ωB97M-V/def2-TZVPD

XYZ file:
```
9
Properties=species:S:1:pos:R:3:mulliken_charge:R:1
O -0.305 -2.276 -2.542 -0.412
C -0.879 -1.261 -2.194 -0.210
C -0.542 -0.601 -0.948 0.198
C -0.138 -0.226 0.150 0.159
C 0.587 0.117 1.356 -0.421
Cl 0.484 1.846 1.733 -0.168
H -1.607 -0.780 -2.857 0.282
H 0.029 -0.388 2.134 0.246
H 1.621 -0.175 1.410 0.326
```

## Properties
Total charge = 0
Relative energy (zero: lowest compared OMol25 entry of this formula, charge and spin) = 168.5 kJ/mol
LUMO energy = -0.1642 eV

# 4
C47H40BrCl4GeN4O10S2Ti | ωB97M-V/def2-TZVPD

XYZ file:
```
110
Properties=species:S:1:pos:R:3:mulliken_charge:R:1
Ti -1.625 0.302 -1.895 -0.367
O 1.043 -4.845 -3.057 -0.659
C 1.422 -4.834 -1.797 0.480
O 2.079 -5.733 -1.310 -0.689
C 0.994 -3.626 -1.022 0.552
C 1.310 -3.354 0.269 -0.251
Cl 2.245 -4.264 1.398 -0.285
N 0.694 -2.168 0.648 1.102
N -0.062 -1.655 -0.407 0.102
C 0.142 -2.536 -1.446 -0.904
C -0.227 -2.174 -2.771 0.303
O -0.040 -2.934 -3.759 -0.893
O -0.722 -0.942 -2.956 0.371
C 0.810 -1.395 1.797 1.335
C -0.285 -0.595 2.159 0.724
C -0.215 0.217 3.283 -0.835
C 0.935 0.266 4.066 -0.940
C 2.036 -0.495 3.677 -1.207
C 1.990 -1.310 2.553 -0.855
H 0.564 -3.965 -3.309 0.436
H -1.170 -0.618 1.533 -0.716
H -1.079 0.821 3.548 0.491
H 0.983 0.902 4.944 0.475
H 2.960 -0.439 4.245 0.387
H 2.869 -1.861 2.249 0.367
N 0.188 1.059 -1.047 1.752
S 1.345 2.068 -1.398 0.976
C 2.899 1.218 -1.044 0.780
C 2.866 -0.162 -1.168 0.031
C 4.026 -0.894 -0.934 -0.579
C 5.206 -0.243 -0.610 -0.769
C 5.236 1.146 -0.520 -0.757
C 4.081 1.885 -0.740 -0.776
C 1.417 3.360 -0.156 -0.059
C 1.463 3.039 1.190 0.000
C 1.457 4.059 2.126 -0.679
C 1.403 5.388 1.705 -0.671
C 1.344 5.695 0.360 -0.631
C 1.344 4.669 -0.589 -0.180
H 0.317 0.693 -0.104 -1.249
H 1.937 -0.658 -1.424 -0.315
H 3.992 -1.977 -1.008 0.593
H 6.109 -0.817 -0.428 0.401
H 6.159 1.657 -0.269 0.386
H 4.105 2.966 -0.662 0.488
H 1.503 2.001 1.513 0.087
H 1.483 3.816 3.181 0.469
H 1.390 6.185 2.440 0.374
H 1.275 6.727 0.038 0.377
H 1.257 4.881 -1.651 0.403
Cl -6.664 0.272 -4.291 -0.533
Ge -4.790 1.218 -3.248 0.458
Cl -3.640 1.387 -5.269 -0.475
Cl -3.704 -0.963 -2.716 -0.470
C 1.093 -4.916 4.751 -1.431
C -0.291 -4.702 4.192 1.012
C -0.816 -5.606 3.272 -0.559
C -2.085 -5.441 2.755 -0.584
C -2.851 -4.356 3.170 -0.226
C -2.350 -3.433 4.073 -0.220
C -1.066 -3.617 4.579 -0.364
S -4.460 -4.154 2.490 1.396
O -5.082 -5.449 2.389 -0.765
O -5.114 -3.127 3.262 -0.703
N -4.125 -3.709 0.966 -0.249
C -3.407 -2.433 0.659 0.170
C -4.307 -1.203 0.746 -0.720
C -3.730 0.052 0.135 -0.358
O -4.452 1.015 -0.030 -0.648
O -2.436 0.023 -0.142 1.662
H 1.837 -4.904 3.951 0.174
H 1.356 -4.135 5.464 0.327
H 1.161 -5.883 5.255 0.418
H -0.213 -6.446 2.949 0.359
H -2.492 -6.142 2.036 0.417
H -2.964 -2.594 4.374 0.424
H -0.655 -2.894 5.276 0.193
H -4.975 -3.821 0.416 0.366
H -3.004 -2.541 -0.341 -0.110
H -2.550 -2.353 1.325 -0.165
H -4.572 -0.984 1.783 0.260
H -5.239 -1.384 0.209 0.459
C 0.209 1.387 -4.898 -1.848
C 1.609 1.401 -4.742 1.138
C 2.346 2.612 -4.709 -0.350
C 3.715 2.607 -4.525 -0.553
C 4.407 1.399 -4.374 -0.477
C 3.701 0.196 -4.408 -0.380
C 2.328 0.190 -4.586 -0.419
H -0.338 0.453 -4.911 0.546
H -0.363 2.304 -4.983 0.271
H 1.801 3.547 -4.810 0.392
H 4.258 3.546 -4.497 0.382
H 5.479 1.398 -4.219 0.394
H 4.227 -0.743 -4.280 0.410
H 1.772 -0.744 -4.584 0.455
Br -2.573 6.391 3.117 -0.243
C -2.393 5.429 1.481 -0.199
C -2.314 4.053 1.516 -0.692
C -2.154 3.355 0.318 0.872
C -2.054 4.042 -0.877 0.596
C -2.150 5.421 -0.890 -0.911
C -2.332 6.134 0.290 -0.483
C -1.760 3.332 -2.193 -0.481
O -1.259 3.961 -3.102 -0.687
O -2.068 2.078 -2.237 0.293
H -2.377 3.523 2.457 0.568
H -2.098 2.276 0.324 0.057
H -2.070 5.934 -1.841 0.425
H -2.415 7.212 0.286 0.435
```

## Properties
Total charge = -2
Relative energy (zero: lowest compared OMol25 entry of this formula, charge and spin) = 30.1 kJ/mol
Spin multiplicity = 4
LUMO energy (alpha / beta) = 3.2699 / 3.2695 eV

# 5
C30H36CoN4O2PSSeSi | ωB97M-V/def2-TZVPD

XYZ file:
```
77
Properties=species:S:1:pos:R:3:mulliken_charge:R:1
Co -0.402 0.079 1.703 0.071
O -3.760 -1.625 3.034 -0.800
C -3.185 -1.355 1.992 -0.510
O -2.449 -0.326 1.775 -0.542
C -3.352 -2.245 0.779 0.042
C -4.295 -3.264 0.779 -0.475
C -4.461 -4.062 -0.336 -0.628
C -3.684 -3.833 -1.462 -0.771
C -2.745 -2.820 -1.470 -0.246
C -2.554 -2.024 -0.343 1.137
P -1.371 -0.628 -0.340 2.231
C -0.153 -1.164 -1.603 0.469
C 0.551 -0.237 -2.371 -0.112
C 1.628 -0.633 -3.141 -0.682
C 2.036 -1.959 -3.145 -0.779
C 1.376 -2.879 -2.347 -0.907
C 0.309 -2.481 -1.567 -0.697
C -2.448 0.522 -1.267 0.894
C -2.509 0.493 -2.656 -0.253
C -3.329 1.374 -3.339 -0.764
C -4.118 2.273 -2.642 -0.620
C -4.079 2.290 -1.256 -0.704
C -3.250 1.421 -0.570 -0.650
H -4.895 -3.401 1.668 0.523
H -5.197 -4.853 -0.337 0.391
H -3.819 -4.443 -2.345 0.428
H -2.154 -2.649 -2.359 0.306
H 0.238 0.799 -2.365 0.181
H 2.165 0.094 -3.739 0.462
H 2.874 -2.268 -3.754 0.387
H 1.707 -3.909 -2.322 0.430
H -0.182 -3.194 -0.919 0.566
H -1.900 -0.206 -3.211 0.282
H -3.346 1.355 -4.421 0.418
H -4.761 2.955 -3.182 0.371
H -4.695 2.993 -0.711 0.471
H -3.202 1.445 0.509 0.302
S -0.065 1.218 3.922 -0.500
C -0.905 2.032 2.790 0.692
N -1.476 2.726 2.040 -0.766
C 0.317 4.572 -1.721 -0.814
C -0.823 3.608 -1.413 -0.586
N -0.433 2.607 -0.454 0.590
C 0.849 2.240 -0.215 -0.421
N 1.054 1.322 0.678 0.514
C 2.407 0.926 1.009 -0.810
C 3.435 1.996 0.673 -0.948
C 3.213 2.414 -0.772 -0.589
N 1.855 2.886 -0.900 0.234
C 1.554 3.737 -2.026 -0.564
H 0.512 5.205 -0.853 0.346
H 0.062 5.207 -2.572 0.437
H -1.139 3.113 -2.344 0.133
H -1.687 4.144 -1.015 0.298
H -1.023 2.528 0.388 -0.196
H 2.642 -0.008 0.482 0.235
H 2.423 0.712 2.079 -0.014
H 4.443 1.610 0.826 0.474
H 3.286 2.859 1.326 0.308
H 3.404 1.565 -1.446 0.204
H 3.893 3.229 -1.057 0.458
H 1.378 3.143 -2.937 0.164
H 2.419 4.388 -2.204 0.419
C 2.077 -3.154 5.049 -1.135
Si 2.542 -2.151 3.484 0.515
C 3.888 -3.104 2.504 -1.158
C 3.410 -0.559 4.124 -1.137
Se 0.743 -1.989 2.073 -0.398
H 2.961 -3.456 5.605 0.341
H 1.520 -4.044 4.776 0.296
H 1.450 -2.553 5.700 0.273
H 4.831 -3.123 3.041 0.349
H 4.052 -2.633 1.541 0.273
H 3.575 -4.125 2.318 0.300
H 3.961 -0.768 5.037 0.406
H 2.688 0.220 4.345 0.274
H 4.119 -0.173 3.396 0.280
```

## Properties
Total charge = -1
Spin multiplicity = 2
LUMO energy (alpha / beta) = 2.3994 / 2.4055 eV